one) A cluster of 2 separate species, C4H11NS in total. Source: the OMol25 dataset; level of theory: wB97M-V/def2-TZVPD.

Its multiplicity is 2. As for the highest occupied orbital energy (spin up / spin down): -11.57 / -11.57 eV. As for the total charge: +1. The HOMO-LUMO gap (spin up / spin down) is 8.349 / 3.219 eV.

The geometry in XYZ format:
```
17
Properties=species:S:1:pos:R:3:nbo_charge:R:1
C -1.44651 -0.00150 -1.54101 -0.8468
S -2.90066 0.63970 -0.78044 0.9210
C -2.83281 0.06550 0.88644 -0.8291
H -1.75932 -0.26149 -2.55458 0.2917
H -0.73185 0.81366 -1.73706 0.3100
H -0.91792 -0.76749 -0.98225 0.2869
H -3.85195 0.15577 1.24338 0.2781
H -2.15963 0.60778 1.55820 0.3064
H -2.52656 -0.95101 0.91042 0.2748
C 2.53754 -0.58371 -0.62542 -0.5226
C 2.21140 -0.41235 0.64477 0.0028
N 2.06530 0.84131 1.26996 -0.8313
H 2.91608 0.17767 -1.27119 0.1986
H 2.58593 -1.56566 -1.07512 0.2128
H 1.94102 -1.23870 1.29396 0.1911
H 2.29264 1.58162 0.62035 0.3694
H 2.57730 0.89890 2.13959 0.3860
```

=====

two) The ion C4H11NS with charge +1. Source: the OMol25 dataset; level of theory: wB97M-V/def2-TZVPD.

Its multiplicity is 2. As for the highest occupied orbital energy (spin up / spin down): -13.61 / -13.46 eV. As for the total charge: +1. The HOMO-LUMO gap (spin up / spin down) is 10.260 / 5.161 eV.

The geometry in XYZ format:
```
17
Properties=species:S:1:pos:R:3:nbo_charge:R:1
C -1.27861 1.05881 -1.35743 -0.6061
C 0.11623 1.67724 -1.18727 -0.5501
S 1.33856 1.13551 0.06626 0.8407
H -1.71934 1.71300 -2.09934 0.2573
H -1.76854 1.11536 -0.38419 0.2452
H -1.19185 0.01833 -1.61884 0.2289
H 0.18616 2.76200 -1.03046 0.2595
H 0.75546 1.51848 -2.07950 0.2709
C 0.00529 -1.23684 2.15141 -0.4291
C 1.03430 -0.65480 -0.08087 -0.3912
N -0.06565 -1.18380 0.70490 -0.6243
H -0.98608 -1.06676 2.58645 0.2251
H 0.77630 -0.55225 2.50870 0.1959
H 0.33583 -2.20101 2.56237 0.2096
H 1.96467 -1.20708 0.08645 0.2252
H 0.80786 -0.81377 -1.13764 0.2464
H -0.31059 -2.08241 0.30900 0.3962
```

=====

Which one sits at the top of the stability order? two) does.

=====

one) A cluster of 12 separate species, C36H84N12O12 in total. Source: the OMol25 dataset; level of theory: wB97M-V/def2-TZVPD.

As for the SMILES: CN(C)C=O.CN(C)C=O.CN(C)C=O.CN(C)C=O.CN(C)C=O.CN(C)C=O.CN(C)C=O.CN(C)C=O.CN(C)C=O.CN(C)C=O.CN(C)C=O.CN(C)C=O. As for the highest occupied orbital energy: -8.84 eV. The HOMO-LUMO gap is 9.237 eV.

The geometry in XYZ format:
```
144
Properties=species:S:1:pos:R:3:lowdin_charge:R:1
C 6.13345 1.60646 -1.07014 -0.3464
O 5.40948 2.33631 -1.70658 0.0102
N 5.93881 0.28353 -0.86901 -0.1764
C 6.70584 -0.41455 0.16322 -0.0469
C 4.72869 -0.36970 -1.31762 -0.0392
H 7.07382 1.91047 -0.57816 0.1370
H 7.76201 -0.15310 0.07431 0.0858
H 6.57079 -1.48230 0.04455 0.0772
H 6.39526 -0.05835 1.14779 0.0858
H 4.30622 0.04282 -2.23186 0.0827
H 4.92779 -1.40694 -1.57929 0.0567
H 3.94928 -0.34547 -0.54990 0.0958
C -3.83915 -1.78192 -2.84645 -0.3018
O -4.99232 -1.41631 -3.06168 -0.0230
N -2.82673 -1.58825 -3.71593 -0.1651
C -1.46720 -1.95539 -3.38311 -0.0655
C -3.01556 -0.95892 -4.99518 -0.0616
H -3.58050 -2.23194 -1.88265 0.1112
H -1.04214 -2.67745 -4.08149 0.0964
H -1.43016 -2.43761 -2.40258 0.0567
H -0.83215 -1.07424 -3.26457 0.0629
H -2.99623 -1.69169 -5.80677 0.0937
H -3.95667 -0.41624 -5.03778 0.0735
H -2.22438 -0.22922 -5.19034 0.0833
C 2.31860 2.45699 -3.79736 -0.2992
O 2.06555 1.97705 -4.89788 -0.0351
N 1.37787 2.69545 -2.84472 -0.1679
C 1.72100 2.96950 -1.46426 -0.0352
C -0.02314 2.63572 -3.17946 -0.0395
H 3.30246 2.76686 -3.41659 0.1325
H 2.79886 2.86588 -1.36222 0.0748
H 1.21956 2.31331 -0.75330 0.0644
H 1.39022 3.96620 -1.17020 0.0725
H -0.49226 3.56502 -2.85014 0.0756
H -0.15861 2.61619 -4.25692 0.0922
H -0.53469 1.79542 -2.71237 0.0754
C -4.56057 1.06936 -0.95874 -0.3563
O -3.58988 0.86131 -0.27704 0.0047
N -4.57277 1.63360 -2.16663 -0.1701
C -5.75859 1.57567 -2.99738 -0.0578
C -3.31735 2.07357 -2.78105 -0.0262
H -5.56677 0.72660 -0.67098 0.1467
H -6.34766 2.48095 -2.81787 0.0862
H -6.39254 0.71731 -2.79672 0.0797
H -5.45601 1.54749 -4.03990 0.0853
H -3.08240 1.41510 -3.62151 0.0774
H -3.46598 3.09957 -3.12821 0.0932
H -2.55739 1.99781 -2.00569 0.0615
C 3.94430 -6.36820 -1.76785 -0.3471
O 5.12796 -6.63562 -1.80429 0.0097
N 3.45545 -5.11338 -1.70101 -0.1824
C 4.29346 -3.94216 -1.64496 -0.0664
C 2.02262 -4.79350 -1.81030 -0.0352
H 3.14265 -7.11959 -1.83049 0.1342
H 4.15866 -3.26351 -2.48914 0.0690
H 5.34192 -4.22440 -1.77479 0.0959
H 4.24724 -3.39959 -0.69937 0.0664
H 1.80039 -4.03058 -1.06498 0.0624
H 1.84103 -4.34735 -2.78872 0.0725
H 1.46694 -5.71434 -1.64966 0.0906
C -1.98435 3.55286 0.20161 -0.3256
O -0.86843 3.08675 0.40286 -0.0125
N -2.27550 4.65211 -0.53050 -0.1680
C -3.63772 5.04986 -0.71453 -0.0766
C -1.23179 5.54985 -0.95015 -0.0485
H -2.84054 3.08489 0.69801 0.0973
H -3.96274 5.90331 -0.10584 0.0916
H -4.30316 4.22954 -0.44718 0.0772
H -3.86406 5.33535 -1.74841 0.0884
H -0.25596 5.21263 -0.61856 0.0653
H -1.14592 5.65286 -2.03426 0.0859
H -1.39961 6.52973 -0.49438 0.0967
C 2.14836 -1.16131 -4.41820 -0.2896
O 1.66584 -1.96171 -3.62785 -0.0189
N 3.14786 -1.48754 -5.27041 -0.1778
C 3.75180 -0.50295 -6.13099 -0.0678
C 3.64157 -2.82985 -5.43613 -0.0455
H 1.85936 -0.10916 -4.54313 0.1161
H 3.28795 0.47765 -6.16666 0.0694
H 3.77876 -0.79667 -7.19391 0.0906
H 4.82527 -0.40481 -5.92159 0.0916
H 3.23582 -3.26998 -6.35374 0.0977
H 4.72434 -2.82616 -5.56724 0.0926
H 3.35365 -3.47286 -4.61296 0.0629
C 4.32526 -2.30192 2.20307 -0.3533
O 4.31065 -1.12736 2.52765 -0.0011
N 3.25076 -3.11563 2.24507 -0.1813
C 3.26638 -4.46789 1.74217 -0.0635
C 1.95552 -2.73551 2.79878 -0.0341
H 5.21900 -2.83634 1.83775 0.1308
H 2.99972 -5.21703 2.49104 0.0985
H 4.27207 -4.74822 1.41696 0.0904
H 2.62595 -4.57501 0.86633 0.0663
H 1.18571 -2.97297 2.06813 0.0915
H 1.89755 -3.29441 3.73610 0.0919
H 1.84968 -1.70528 3.12467 0.0745
C -4.98793 3.68355 3.18934 -0.3418
O -4.42611 4.22214 2.26476 0.0223
N -5.00439 2.38021 3.54633 -0.1718
C -5.70734 1.96190 4.74644 -0.0546
C -4.22850 1.32804 2.92323 -0.0514
H -5.58604 4.25416 3.92292 0.1316
H -5.02196 1.53494 5.48160 0.0815
H -6.42244 1.18295 4.45534 0.0951
H -6.29203 2.77145 5.17497 0.0846
H -4.90039 0.59676 2.46686 0.1019
H -3.47331 1.61275 2.19694 0.0629
H -3.65579 0.80392 3.69652 0.0620
C 0.50942 2.40130 5.67400 -0.3368
O 0.92991 2.12134 6.78248 -0.0004
N -0.80326 2.55846 5.39899 -0.1768
C -1.27395 2.63635 4.03675 -0.0550
C -1.81621 2.36977 6.40355 -0.0541
H 1.18996 2.60719 4.83591 0.1406
H -1.98567 3.44808 3.87530 0.0930
H -1.81218 1.72109 3.77977 0.0437
H -0.47409 2.68457 3.29933 0.0882
H -2.55170 3.17353 6.36940 0.0916
H -2.33408 1.40536 6.34012 0.0706
H -1.40328 2.34929 7.40991 0.0898
C -0.56070 -3.24988 5.76269 -0.3412
O -0.72508 -3.91625 4.76030 0.0000
N -0.89900 -1.94446 5.85771 -0.1883
C -0.48547 -1.12881 6.97839 -0.0475
C -1.57893 -1.28098 4.76890 -0.0448
H -0.08810 -3.65035 6.66983 0.1353
H -1.34935 -0.65129 7.45532 0.0846
H 0.07228 -0.27107 6.58877 0.0710
H 0.10356 -1.63777 7.73274 0.0909
H -2.59892 -1.02643 5.06291 0.0883
H -0.99255 -0.42875 4.41913 0.0780
H -1.63616 -1.98992 3.94386 0.0825
C -1.85126 -1.56978 0.34594 -0.3223
O -2.32522 -2.40595 -0.39340 -0.0098
N -0.63558 -1.00168 0.20674 -0.1450
C -0.13490 -0.04739 1.16808 -0.0435
C 0.26132 -1.33925 -0.86326 -0.0618
H -2.37576 -1.18580 1.23410 0.1291
H 0.76309 -0.43331 1.65611 0.0710
H -0.89541 0.28904 1.86757 0.0716
H 0.21643 0.85606 0.66181 0.0638
H 1.29077 -1.50081 -0.52046 0.0899
H 0.10613 -2.35816 -1.23976 0.0723
H 0.18274 -0.69265 -1.73443 0.0689
```

=====

two) A cluster of 12 separate species, C36H84N12O12 in total. Source: the OMol25 dataset; level of theory: wB97M-V/def2-TZVPD.

As for the SMILES: CNC(C)=O.CNC(C)=O.CNC(C)=O.CNC(C)=O.CNC(C)=O.CNC(C)=O.CNC(C)=O.CNC(C)=O.CNC(C)=O.CNC(C)=O.CNC(C)=O.CNC(C)=O. As for the highest occupied orbital energy: -9.19 eV. The HOMO-LUMO gap is 9.085 eV.

The geometry in XYZ format:
```
144
Properties=species:S:1:pos:R:3:lowdin_charge:R:1
C -0.30290 7.49597 -4.10438 -0.0278
C 1.11658 7.61435 -4.39150 -0.5292
O 1.98198 7.03556 -3.69108 0.0082
N 1.43817 8.27756 -5.54641 -0.0095
C 2.74831 8.37307 -6.11033 -0.0871
H -0.60095 6.63422 -3.50718 0.0900
H -0.93050 7.42282 -4.99257 0.0797
H -0.78776 8.32846 -3.59451 0.0887
H 0.72481 8.72275 -6.10588 0.1351
H 3.14830 9.33386 -5.78630 0.0849
H 2.80050 8.34281 -7.19866 0.0832
H 3.40952 7.57910 -5.76320 0.0838
C -1.68287 3.82318 6.31732 -0.0060
C -0.28755 3.96134 6.82796 -0.5722
O 0.62755 4.17053 6.02392 0.0075
N -0.07552 3.79801 8.13798 0.0103
C 1.25525 3.75661 8.71357 -0.0678
H -1.70032 3.12448 5.48089 0.0896
H -2.07359 4.81065 6.07165 0.0897
H -2.37845 3.42306 7.05500 0.0719
H -0.89589 3.51177 8.65293 0.1345
H 1.44730 2.71134 8.95567 0.0800
H 1.46144 4.34351 9.60864 0.0804
H 2.05033 3.96434 7.99747 0.0820
C 4.05676 -4.09255 2.42345 -0.0036
C 3.36322 -3.22695 3.49063 -0.5549
O 2.17248 -3.52593 3.86605 -0.0429
N 4.01413 -2.20383 3.90222 0.0238
C 3.44312 -1.16377 4.80291 -0.0354
H 3.31254 -4.58001 1.79366 0.0766
H 4.49116 -4.94340 2.94829 0.0823
H 4.71588 -3.54952 1.74612 0.0731
H 4.92365 -1.99635 3.51513 0.1451
H 3.95997 -1.04569 5.75528 0.0792
H 2.39973 -1.33609 5.06706 0.0780
H 3.44571 -0.21953 4.25838 0.0785
C 8.71778 -0.40439 -0.85878 -0.0045
C 9.35867 0.29584 0.35713 -0.5311
O 8.98219 -0.03670 1.51194 -0.0095
N 10.20009 1.28824 0.14778 -0.0026
C 10.81111 2.04119 1.22965 -0.0664
H 7.64846 -0.61035 -0.81187 0.0780
H 9.22947 -1.31587 -1.16781 0.0770
H 8.83652 0.22403 -1.74144 0.0611
H 10.56850 1.55829 -0.75302 0.1390
H 10.05376 2.68689 1.67414 0.0862
H 11.50651 2.75454 0.78732 0.0827
H 11.27894 1.42142 1.99458 0.0900
C -5.65394 -5.56792 -6.28027 -0.0039
C -4.90003 -6.57749 -5.43066 -0.5518
O -5.43805 -7.32359 -4.60928 0.0115
N -3.57030 -6.61515 -5.54409 -0.0064
C -2.62226 -7.38363 -4.74822 -0.0606
H -5.63393 -5.67359 -7.36496 0.0785
H -5.32980 -4.54997 -6.06394 0.0784
H -6.70235 -5.68546 -6.00620 0.0787
H -3.11332 -5.87555 -6.05815 0.1352
H -2.04573 -8.05286 -5.38685 0.0764
H -3.17832 -8.03719 -4.07610 0.0810
H -1.89969 -6.70625 -4.29309 0.0829
C -7.52553 -1.10516 -1.17226 -0.0147
C -7.89529 -0.81862 0.25434 -0.5273
O -8.54870 -1.66339 0.91923 0.0010
N -7.55917 0.39941 0.72786 -0.0096
C -7.88827 0.93516 2.03573 -0.0652
H -6.95041 -2.02709 -1.25820 0.0846
H -6.87370 -0.33500 -1.58467 0.0655
H -8.35162 -1.20662 -1.87609 0.0855
H -7.09163 1.07139 0.13628 0.1300
H -8.28240 1.93697 1.86502 0.0788
H -6.95590 1.01579 2.59454 0.0828
H -8.66788 0.39462 2.57252 0.0886
C -5.10585 -7.75256 1.11642 -0.0082
C -5.82671 -9.00349 1.49520 -0.5908
O -5.87420 -9.35959 2.65642 0.0385
N -6.48341 -9.61816 0.48787 0.0023
C -7.32317 -10.78141 0.70609 -0.0730
H -5.00003 -7.12495 2.00129 0.0868
H -5.63716 -7.24626 0.31051 0.0803
H -4.11126 -8.08973 0.82453 0.0871
H -6.29302 -9.21102 -0.41661 0.1334
H -7.16156 -11.30323 1.64932 0.0797
H -7.20735 -11.53137 -0.07637 0.0818
H -8.34120 -10.43452 0.88321 0.0822
C 6.59493 3.64616 -5.17551 -0.0094
C 5.57422 2.60243 -5.62366 -0.5611
O 5.89851 1.78805 -6.50768 0.0092
N 4.40946 2.65911 -5.01533 0.0002
C 3.29365 1.72477 -5.11176 -0.0505
H 7.49066 3.09313 -4.89278 0.0779
H 6.26415 4.24126 -4.32430 0.0672
H 7.00189 4.32520 -5.92477 0.0797
H 4.23815 3.44077 -4.39909 0.1324
H 3.54933 0.88941 -4.45992 0.0845
H 3.10191 1.30150 -6.09775 0.0866
H 2.40973 2.25151 -4.75213 0.0832
C -3.03380 -0.53907 -9.71963 0.0014
C -2.52634 -0.93104 -8.36254 -0.5582
O -2.02644 -2.04721 -8.17899 0.0063
N -2.61014 -0.06698 -7.34379 0.0111
C -3.37266 1.19265 -7.28093 -0.0771
H -3.93424 -1.09856 -9.97314 0.0923
H -2.33965 -0.65407 -10.55211 0.0900
H -3.26931 0.52321 -9.65474 0.0549
H -2.41480 -0.36314 -6.39815 0.1378
H -2.96412 1.97147 -7.92485 0.0785
H -3.56381 1.44904 -6.23890 0.0880
H -4.32226 0.98471 -7.77402 0.0751
C -4.21539 -2.68573 6.90282 -0.0001
C -4.15907 -1.57061 7.95604 -0.5482
O -5.01615 -0.68961 7.97544 0.0177
N -3.13503 -1.59131 8.82488 -0.0038
C -2.14218 -2.58235 9.13201 -0.0918
H -4.90889 -2.40574 6.10988 0.0776
H -4.65157 -3.59409 7.31842 0.0855
H -3.24249 -2.74871 6.41538 0.0766
H -3.26379 -0.94500 9.59026 0.1356
H -1.45634 -2.18016 9.87764 0.0845
H -1.50974 -2.86675 8.29104 0.0812
H -2.59471 -3.50154 9.50404 0.0852
C -1.18629 -2.48214 -0.11976 -0.0112
C -0.59556 -1.25976 -0.70611 -0.5985
O -0.96753 -0.92555 -1.81622 0.0345
N 0.25109 -0.62483 0.13264 0.0108
C 0.83216 0.71134 -0.09906 -0.0599
H -2.22503 -2.15517 -0.07279 0.0907
H -0.87220 -2.70495 0.89995 0.0778
H -1.17368 -3.33628 -0.79680 0.0903
H 0.42108 -0.94948 1.07381 0.1294
H 0.27185 1.32143 -0.80754 0.0833
H 1.88842 0.56566 -0.32533 0.0781
H 0.77169 1.29306 0.82075 0.0747
C 4.87045 7.83410 4.60009 -0.0049
C 5.57447 7.05780 3.50468 -0.6046
O 6.59222 7.47224 3.03294 0.0619
N 4.95217 5.96110 3.10064 0.0048
C 5.46551 5.09445 2.07995 -0.0820
H 3.83294 8.05504 4.34936 0.0786
H 5.36697 8.76045 4.88895 0.0805
H 4.93616 7.19425 5.48007 0.0791
H 4.01657 5.71681 3.39231 0.1442
H 4.96364 5.22692 1.12147 0.0797
H 5.47051 4.02755 2.30312 0.0820
H 6.44824 5.45156 1.77202 0.0808
```

=====

Which one sits at the top of the stability order? two) does.